C5H13O2Pm | wB97M-V/def2-TZVPD

Output
* 2S+1: 5
* charge: +2
* max |F|: 5.919 eV/Å
* frontier orbital gap (alpha / beta): 7.09 / 8.26 eV
* E_HOMO (alpha / beta): -17.28 / -17.40 eV

Cartesian coordinates (Å):
C: 3.022 1.333 -1.257
O: 1.635 1.308 -1.145
C: 0.957 -0.698 1.079
H: 3.234 0.378 -1.770
H: 3.362 2.232 -1.800
H: 3.620 1.251 -0.330
H: 1.727 -1.387 1.475
H: 1.800 -0.092 0.712
C: -2.868 0.691 -0.420
O: -1.607 0.286 0.124
C: -1.390 -1.137 0.043
C: -0.295 -1.566 0.991
H: -2.964 1.774 -0.290
H: -2.909 0.439 -1.488
H: -3.670 0.182 0.130
H: -1.154 -1.399 -1.000
H: -2.336 -1.625 0.314
H: -0.018 -2.587 0.697
H: -0.725 -1.627 2.003
H: 0.564 0.340 1.646
Pm: 0.015 1.905 0.286


C5H13O3Sm | wB97M-V/def2-TZVPD

Output
* 2S+1: 7
* charge: +1
* max |F|: 2.011 eV/Å
* energy relative to the best compared isomer or geometry (same formula, charge and spin): 0.00 kJ/mol
* frontier orbital gap (alpha / beta): 6.86 / 7.65 eV
* E_HOMO (alpha / beta): -10.12 / -11.02 eV

Cartesian coordinates (Å):
C: 0.388 -2.082 2.079
O: 0.108 -1.527 0.790
H: 1.106 -1.457 2.624
H: -0.561 -2.186 2.614
H: 0.835 -3.076 1.949
C: 1.196 -1.480 -0.118
O: 1.623 -0.171 -0.199
C: 1.455 0.525 -1.428
C: 0.884 1.891 -1.136
O: -0.438 1.784 -0.611
C: -1.081 3.048 -0.438
H: 0.907 -1.930 -1.078
H: 2.043 -2.013 0.330
H: 0.833 -0.039 -2.140
H: 2.447 0.662 -1.877
H: 1.499 2.413 -0.387
H: 0.844 2.469 -2.069
H: -1.018 3.599 -1.385
H: -0.625 3.577 0.409
H: -2.146 2.883 -0.243
Sm: -1.391 0.076 0.486
H: -3.090 0.271 1.490


C5H13OS | wB97M-V/def2-TZVPD

Output
* 2S+1: 1
* charge: +1
* max |F|: 3.980 eV/Å
* energy relative to the best compared isomer or geometry (same formula, charge and spin): 180.49 kJ/mol
* frontier orbital gap: 8.77 eV
* E_HOMO: -12.96 eV

Cartesian coordinates (Å):
C: 1.719 2.067 1.779
C: -0.724 -1.908 0.949
C: -2.487 -2.004 -1.342
C: 1.207 1.882 0.405
C: 1.501 2.473 -0.716
O: 0.075 -1.119 -1.533
S: -1.169 -0.954 -0.520
H: 1.051 2.698 2.276
H: 1.794 1.099 2.259
H: 2.754 2.504 1.730
H: -1.062 -1.322 1.818
H: 0.367 -2.071 1.129
H: -1.199 -2.820 0.891
H: -2.857 -1.515 -2.155
H: -3.171 -2.393 -0.620
H: -2.028 -2.789 -1.901
H: 0.554 -0.503 -2.087
H: 0.296 1.116 0.302
H: 2.331 3.210 -0.953
H: 1.047 2.348 -1.710